No. 1
Formula: C3H5NOS3
Source: the OMol25 dataset
Level of theory: wB97M-V/def2-TZVPD

Structure (ORCA input):
```
! wB97M-V def2-TZVPD RIJCOSX def2/J DEFGRID3
* xyz 0 1
C 2.96 -0.93 0.02
C 0.66 0.99 -0.16
C -1.86 0.04 0.42
H 4.07 -0.79 -0.33
H 2.45 -1.63 -0.79
H 2.87 -1.30 1.13
H -2.18 0.24 1.79
H -4.55 0.19 -0.99
N -2.76 -0.03 -0.64
O -3.99 0.49 -0.14
S 2.44 0.78 -0.32
S 0.17 2.51 0.02
S -0.29 -0.55 0.00
*
```

As for the max |F|: 7.1 eV/Å. For the total energy, the calculation gives -39230.51746 eV. Its LUMO energy is -0.224 eV. The value obtained for the highest occupied orbital energy is -8.7 eV. The value obtained for the energy above the lowest of the compared OMol25 structures with the same formula, charge and spin is 109.13 kcal/mol.

No. 2
Formula: C3H5NOSi
Source: the OMol25 dataset
Level of theory: wB97M-V/def2-TZVPD

Structure (ORCA input):
```
! wB97M-V def2-TZVPD RIJCOSX def2/J DEFGRID3
* xyz 0 1
Si 2.22 0.01 0.03
C 0.15 -0.01 0.04
N -0.53 -1.02 0.32
C -1.89 -0.62 0.24
C -1.90 0.60 -0.26
O -0.63 1.09 -0.35
H 2.63 -0.44 1.30
H 2.82 1.34 -0.49
H 2.57 -1.02 -0.75
H -2.78 -1.33 0.44
H -2.67 1.41 -0.53
*
```

As for the max |F|: 4.4 eV/Å. For the total energy, the calculation gives -14605.15006 eV. Its LUMO energy is 1.014 eV. The value obtained for the highest occupied orbital energy is -9.6 eV. The value obtained for the energy above the lowest of the compared OMol25 structures with the same formula, charge and spin is 0.00 kcal/mol.

No. 3
Formula: C3H5NS
Source: the OMol25 dataset
Level of theory: wB97M-V/def2-TZVPD

Structure (ORCA input):
```
! wB97M-V def2-TZVPD RIJCOSX def2/J DEFGRID3
* xyz 0 1
S 1.77 -0.04 -0.05
C 0.24 0.01 -0.02
C -0.96 -1.05 0.14
N -1.78 0.02 -0.35
C -0.82 1.05 0.12
H -1.10 -2.15 -0.33
H -0.92 -0.90 1.41
H -2.89 -0.05 0.09
H -0.69 1.46 1.20
H -0.99 2.03 -0.53
*
```

As for the max |F|: 5.5 eV/Å. For the total energy, the calculation gives -15513.48458 eV. Its LUMO energy is -0.036 eV. The value obtained for the highest occupied orbital energy is -8.6 eV. The value obtained for the energy above the lowest of the compared OMol25 structures with the same formula, charge and spin is 78.12 kcal/mol.

No. 4
Formula: C3H5NS
Source: the OMol25 dataset
Level of theory: wB97M-V/def2-TZVPD

Structure (ORCA input):
```
! wB97M-V def2-TZVPD RIJCOSX def2/J DEFGRID3
* xyz 0 1
N 1.91 -0.22 -0.16
C 0.56 0.18 0.03
C -0.56 -0.49 0.01
C -1.75 0.29 -0.03
S -3.28 -0.18 -0.05
H 2.53 0.50 0.07
H 2.10 -1.12 0.17
H 0.52 1.26 0.07
H -0.54 -1.57 -0.01
H -1.50 1.35 -0.10
*
```

As for the max |F|: 4.0 eV/Å. For the total energy, the calculation gives -15516.27659 eV. Its LUMO energy is 0.072 eV. The value obtained for the highest occupied orbital energy is -8.3 eV. The value obtained for the energy above the lowest of the compared OMol25 structures with the same formula, charge and spin is 13.74 kcal/mol.

No. 5
Formula: C3H5NS
Source: the OMol25 dataset
Level of theory: wB97M-V/def2-TZVPD

Structure (ORCA input):
```
! wB97M-V def2-TZVPD RIJCOSX def2/J DEFGRID3
* xyz 0 1
C -1.57 -1.74 -1.36
C -0.92 -0.65 -0.85
C 0.50 -0.69 -0.65
N 1.11 0.01 0.27
S 0.43 1.38 1.16
H -2.66 -1.58 -1.50
H -1.14 -2.67 -1.64
H -1.61 0.13 -0.50
H 1.16 -1.35 -1.26
H 1.53 1.77 1.62
*
```

As for the max |F|: 4.1 eV/Å. For the total energy, the calculation gives -15515.21054 eV. Its LUMO energy is 0.298 eV. The value obtained for the highest occupied orbital energy is -8.8 eV. The value obtained for the energy above the lowest of the compared OMol25 structures with the same formula, charge and spin is 38.32 kcal/mol.

No. 6
Formula: C3H5NS2
Source: the OMol25 dataset
Level of theory: wB97M-V/def2-TZVPD

Structure (ORCA input):
```
! wB97M-V def2-TZVPD RIJCOSX def2/J DEFGRID3
* xyz 0 1
S -2.09 -1.17 0.70
C -0.55 -0.40 0.34
C 0.38 -0.06 1.26
S 1.76 0.77 0.55
C 0.95 0.74 -1.12
N -0.31 0.05 -0.94
H -1.71 -1.59 1.92
H 0.28 -0.34 2.31
H 0.73 1.76 -1.48
H 1.57 0.21 -1.84
H -1.01 0.02 -1.68
*
```

As for the max |F|: 1.5 eV/Å. For the total energy, the calculation gives -26351.53964 eV. Its LUMO energy is 0.777 eV. The value obtained for the highest occupied orbital energy is -7.0 eV. The value obtained for the energy above the lowest of the compared OMol25 structures with the same formula, charge and spin is 27.52 kcal/mol.